Computed, not measured: a structure of composition C31H47Cl2IN5O3P2RbS2, with ωB97M-V/def2-TZVPD.

Structure (ORCA input):
```
! RIJCOSX wB97M-V def2-TZVPD def2/J DEFGRID3
* xyz -2 1
Rb 0.108 -0.252 0.261
Cl -1.768 1.990 1.818
C -0.518 1.938 3.066
Cl 1.062 2.243 2.301
H -0.497 0.945 3.508
H -0.697 2.717 3.799
S -2.137 1.676 -1.619
C -3.320 0.798 -2.532
C -4.269 1.534 -3.249
C -5.285 0.953 -3.999
C -6.207 1.784 -4.694
N -6.940 2.478 -5.254
C -5.375 -0.453 -4.039
C -4.437 -1.202 -3.339
C -3.395 -0.636 -2.594
S -2.299 -1.712 -1.797
C -6.395 -1.114 -4.780
N -7.213 -1.672 -5.373
H -4.198 2.614 -3.205
H -4.497 -2.282 -3.368
C 3.063 -3.073 -3.378
C 2.462 -1.965 -2.662
N 1.969 -1.098 -2.101
H 3.497 -3.769 -2.663
H 3.838 -2.705 -4.048
H 2.292 -3.581 -3.956
I 5.299 1.306 -3.433
C 3.439 2.002 -2.806
C 2.634 2.765 -3.639
C 1.392 3.157 -3.168
C 1.010 2.771 -1.891
N 1.788 2.039 -1.097
C 2.976 1.657 -1.549
H 2.963 3.028 -4.635
H 0.708 3.721 -3.784
H 0.028 3.024 -1.515
H 3.565 1.026 -0.894
C -1.959 -3.856 1.190
O -2.892 -3.031 1.901
P -2.496 -1.438 1.913
O -2.160 -1.225 3.505
C -3.074 -1.642 4.506
O -3.998 -0.820 1.967
C -4.614 -0.467 0.716
H -2.286 -4.889 1.325
H -0.951 -3.739 1.593
H -1.968 -3.609 0.126
H -2.531 -1.667 5.455
H -3.461 -2.640 4.291
H -3.911 -0.945 4.582
H -5.604 -0.083 0.966
H -4.695 -1.335 0.062
H -4.027 0.298 0.205
C 4.023 -0.187 3.290
C 4.404 -1.625 2.915
C 5.386 -2.172 3.957
C 5.150 -1.521 1.581
P 2.738 -2.557 2.599
N 1.740 -1.684 1.840
C 3.233 -4.188 1.669
C 4.520 -4.915 2.077
C 3.307 -3.833 0.181
C 2.079 -5.189 1.784
C 2.135 -3.100 4.348
C 2.898 -4.203 5.088
C 2.128 -1.859 5.246
C 0.663 -3.508 4.206
H 4.880 0.472 3.113
H 3.747 -0.085 4.337
H 3.181 0.133 2.674
H 6.292 -1.554 3.964
H 5.698 -3.198 3.754
H 4.976 -2.141 4.966
H 5.956 -0.787 1.687
H 4.473 -1.184 0.795
H 5.608 -2.459 1.273
H 5.412 -4.320 1.886
H 4.620 -5.836 1.489
H 4.527 -5.204 3.129
H 4.244 -3.353 -0.093
H 2.484 -3.159 -0.062
H 3.222 -4.756 -0.406
H 1.986 -5.620 2.778
H 2.258 -6.015 1.087
H 1.138 -4.713 1.515
H 3.962 -3.987 5.199
H 2.802 -5.172 4.600
H 2.483 -4.315 6.098
H 3.123 -1.554 5.563
H 1.553 -2.089 6.151
H 1.648 -1.024 4.734
H 0.533 -4.482 3.741
H 0.132 -2.762 3.613
H 0.212 -3.559 5.204
*
```

Gap between HOMO and LUMO = 4.2 eV
HOMO energy = -0.04256 Ha
Maximum force = 0.77 eV/Å
LUMO = 3.05 eV
Molar mass = 947.1 g mol⁻¹
Relative energy (zero: lowest compared OMol25 entry of this formula, charge and spin) = 24.75 kcal/mol